Record 1
174
Properties=species:S:1:pos:R:3:forces:R:3:mulliken_charge:R:1 method="wB97M-V/def2-TZVPD" molar_mass_g_mol=1677.11 homo_energy_ev=-8.12
S -0.406 -4.543 1.148 3.404 -5.266 1.069 1.2418
O 3.584 -2.496 -5.173 -1.444 0.619 -1.046 -0.6246
O -5.791 -0.093 -0.755 -0.050 0.239 0.276 -0.2713
C -4.088 3.959 -1.374 1.446 -1.056 -2.056 -0.6731
O -0.600 3.769 5.088 0.131 -0.466 0.874 -0.4456
O -1.370 -3.998 0.295 -2.953 1.934 -2.428 -1.3446
O 5.248 -0.187 -4.254 0.098 2.371 0.408 -0.6262
C -3.586 3.476 -0.058 0.458 1.466 2.065 0.5582
H -4.504 -1.622 -3.971 0.257 -0.278 -0.424 -0.2261
H -0.222 2.460 6.667 0.510 -0.055 -0.013 0.2373
O -2.594 -1.067 -2.559 0.144 -3.084 0.360 -0.5957
H -3.300 0.319 4.611 0.100 -0.003 0.245 0.3763
H -1.893 0.461 -5.658 -0.341 0.179 0.251 0.5778
H -1.225 3.785 7.086 -0.203 0.319 -0.151 0.3702
O -3.144 3.376 -2.410 -0.805 2.369 0.962 -0.7487
H -2.839 -4.780 -3.345 0.475 0.037 0.123 0.0738
H -5.062 3.576 -1.679 -0.245 -0.135 0.540 0.1065
C -3.125 -1.176 3.035 -0.158 1.378 -1.975 1.4801
H 3.574 -2.107 4.929 0.950 -0.351 -0.462 0.4404
H 2.969 2.197 2.061 -0.157 -0.040 -0.241 -0.0406
H 1.290 5.610 -0.294 0.199 1.021 -0.876 0.3746
H -2.827 0.942 3.029 -0.105 -0.001 -0.104 0.0904
O 2.047 -3.339 -1.800 0.565 -0.518 0.048 -0.0624
H 5.274 3.539 -3.861 0.341 0.385 0.159 0.4963
C 4.944 -0.484 6.193 1.382 -0.289 1.110 -0.5972
H -2.105 -2.058 -5.471 -0.946 -0.121 -0.422 -0.4253
H 1.847 4.312 5.294 -0.258 0.117 -0.010 0.2609
H 0.883 4.151 8.008 0.862 0.454 0.074 0.3706
O 4.317 -1.394 0.167 0.092 -1.169 1.678 -0.8440
C 1.273 4.840 -1.066 -1.115 -1.053 2.176 -0.4754
Y -2.195 -2.710 -1.241 -0.918 -0.018 -1.452 1.6347
H 5.715 -3.189 -1.273 -0.136 0.481 0.207 0.2282
C -0.340 3.531 6.502 -1.102 0.313 -0.837 -0.3982
H -0.183 5.544 -2.463 -0.077 0.684 0.157 0.4823
S -2.652 0.339 -2.915 1.585 -0.396 -1.496 0.4081
O -3.973 -1.872 0.138 -0.399 -0.820 -0.511 1.1302
H 2.199 -0.003 2.662 0.456 -0.006 -0.490 -1.0260
O -0.359 3.596 -2.323 1.450 -1.865 -0.360 -0.3793
H 0.426 -0.896 -6.415 0.339 0.211 0.178 0.4988
H -1.325 6.789 0.379 -0.274 -0.173 0.059 0.0629
H 0.661 5.417 6.686 -0.811 0.242 0.845 0.2818
S 4.381 -0.108 -0.511 1.326 2.163 0.568 1.2126
H -3.787 -4.324 1.523 0.849 0.723 0.047 0.1596
O 4.340 0.773 6.018 -0.765 0.208 0.178 -0.4303
O 4.487 3.456 -0.586 0.656 0.924 -0.027 -0.4490
H -3.878 -4.022 -4.817 -1.150 0.164 -0.851 0.5347
H -0.564 4.214 2.347 0.556 -0.702 -0.107 -0.1210
H -6.734 1.672 -2.895 0.127 0.066 -0.289 0.3448
O -3.670 2.134 0.155 -0.967 -1.964 0.263 -0.4866
H -5.091 -5.043 0.953 -1.489 0.696 -0.251 0.4987
H 2.397 2.797 3.606 -0.384 0.396 0.004 -0.0251
O -1.394 0.946 -2.455 0.777 1.017 0.061 0.8139
H 5.153 -0.286 -3.304 -0.201 0.079 0.373 0.1708
H 2.153 4.794 -1.708 -0.518 0.507 -0.468 -0.2175
O 3.739 -0.370 -1.806 -2.903 0.332 -3.528 -0.3375
H -1.274 3.536 -2.607 -1.042 -0.685 -0.033 0.2876
Al 1.441 1.262 -2.002 0.187 -1.578 1.655 1.6102
H -6.009 -1.437 -2.485 0.239 0.069 0.259 0.0919
C -1.398 7.109 1.419 0.946 -0.266 0.226 -0.5958
H -0.254 -0.652 -4.779 -0.047 -0.628 0.215 -0.2424
H 4.600 1.593 -3.586 -0.022 -0.588 -0.434 0.1711
H 0.811 1.581 1.555 -0.022 -0.532 -0.457 -0.7769
C 4.070 -1.571 6.802 -0.912 0.569 -2.222 -0.4937
O 1.225 -3.525 -3.951 0.312 -0.957 -2.443 -1.1721
H 5.379 -0.697 5.216 -0.158 -0.672 0.150 0.2994
H 4.158 -2.367 -3.217 0.362 1.331 0.253 -0.5698
S 1.036 -2.827 -2.738 0.103 1.036 1.581 1.0800
C 5.180 -5.028 -1.313 0.446 -3.018 0.350 -0.7292
O -0.641 -4.063 2.493 -0.017 0.596 2.553 -0.6867
H -0.182 3.005 4.685 0.001 -0.068 -0.636 0.1481
H -2.543 3.687 0.179 0.467 1.000 -0.894 -0.3805
O -2.758 -2.420 3.553 -0.044 -0.170 1.184 -0.6039
H 5.997 -5.440 -0.722 -0.434 -0.302 1.207 0.4454
O 0.884 2.075 2.375 0.002 1.703 1.202 1.8045
H -5.926 -2.838 0.025 0.285 1.020 -0.742 0.3328
H 3.525 -1.163 7.654 -0.177 -0.014 -0.055 0.3311
H -5.874 -2.495 -4.731 0.347 -0.257 -0.391 0.4656
O -3.843 -4.545 -0.509 0.801 0.398 -1.940 -0.3299
H -1.537 -2.132 -7.225 -0.208 0.116 0.188 0.4009
O -5.924 -2.368 -2.702 0.231 -0.516 0.082 -0.5811
H 2.425 0.394 5.221 -0.007 -0.306 1.158 0.1404
H 3.953 4.300 -2.966 -0.365 -0.375 -0.063 0.2699
C -4.387 -3.844 -3.869 -0.346 0.610 -1.640 -1.0982
O -1.065 -1.305 -0.052 -2.419 -0.427 -1.194 -0.1337
C -1.271 -2.135 -6.168 0.388 1.210 1.731 0.3418
H -0.984 4.985 -0.974 0.364 -0.029 0.441 -0.2123
O 1.786 0.245 4.520 -0.543 0.425 1.362 -0.4973
H -5.048 -4.675 -3.623 -0.320 0.174 -0.025 0.4249
C 4.573 -2.392 -4.224 1.037 -2.545 -1.557 0.9079
O -1.329 -0.015 4.077 0.510 0.738 0.610 -0.1316
H 4.639 -2.432 7.152 0.089 -0.133 -0.314 0.3879
H 0.957 3.872 0.583 -0.430 -0.351 0.505 -0.1227
O -0.209 7.883 1.649 -0.778 0.273 -0.047 -0.5315
O -0.474 4.959 1.748 -0.250 -0.082 0.694 -0.1180
C 5.627 -1.431 -4.742 0.121 0.260 1.572 -0.6957
O -7.662 1.428 -2.904 0.031 1.781 -2.081 -0.6401
C 3.856 -5.945 -1.236 1.140 -0.013 -0.750 -0.7588
C 0.815 4.369 6.942 -0.546 0.071 -0.734 -0.4672
H 4.085 -7.001 -1.096 0.763 0.067 -0.432 0.6054
C -0.173 4.790 -1.676 1.716 1.108 -0.592 0.3639
H -5.237 -2.419 1.599 -0.296 -0.183 0.086 0.5580
O 4.371 -2.780 3.818 1.575 0.176 0.158 -0.8278
O -2.881 0.436 -4.345 -0.533 0.645 0.807 -1.0214
Y 2.817 -3.157 0.177 1.222 0.307 -0.566 2.1437
H -4.144 5.040 -1.501 0.464 -0.054 0.076 0.4012
Al 0.475 -2.464 4.531 0.741 0.786 -2.370 0.8220
C 2.498 0.701 3.439 0.844 -1.138 -3.362 0.9995
H -7.130 1.582 -0.496 0.772 0.467 -0.889 0.3149
H 2.745 -2.682 -4.745 -0.370 -0.235 -0.130 0.3169
H 3.587 0.701 3.488 0.174 -0.639 0.827 0.5204
O 2.503 -2.582 2.400 -2.143 2.615 -0.833 -0.9192
O -0.566 -3.288 -5.883 0.042 -1.229 -0.932 -0.6208
O -3.232 -3.954 -3.053 0.654 0.501 1.431 0.0215
S 3.473 -3.514 2.975 0.983 -1.739 -0.535 1.3098
O 1.335 -1.525 0.052 -0.498 0.496 -0.841 0.2527
H -4.501 -1.070 0.111 0.206 1.434 -0.679 0.0280
O 0.974 -4.272 0.728 -0.268 0.661 0.428 -0.3553
O -0.505 -6.024 1.043 -0.148 1.153 0.827 -0.7846
H 3.308 -5.845 -2.173 -0.076 0.198 -0.051 0.2018
O 0.123 -1.236 2.018 -0.693 -0.059 0.530 0.3111
O -0.304 -3.075 -2.202 -1.524 -1.377 0.653 -1.8346
O 3.023 -5.620 -0.153 0.210 1.489 0.230 -0.2969
O 4.975 -3.711 -0.954 -0.930 0.595 -0.102 -0.5268
O 4.110 -4.164 1.797 0.048 0.228 1.555 -0.4487
C -7.821 0.267 -2.200 0.045 1.079 2.615 -0.1258
O 4.033 2.152 -3.049 -1.071 1.722 0.874 -0.0649
H 5.738 -5.150 -2.242 -1.099 0.273 -1.023 0.5599
H -7.612 0.099 -0.025 -0.248 -0.510 0.012 0.4670
C 2.221 2.042 2.839 -0.773 0.241 0.597 -0.4106
H -2.721 -1.214 2.023 0.295 0.884 -0.004 -1.0406
H 6.595 -1.701 -4.319 0.365 -0.187 0.064 0.2397
O 3.125 -1.863 5.741 -1.847 0.217 2.465 -0.2072
H -0.915 0.651 3.523 1.119 -0.200 0.002 -0.2227
O 1.965 4.060 6.213 1.485 -1.062 0.384 -0.4900
O 0.251 0.568 0.459 0.528 1.483 -2.163 -0.2066
H -0.024 -3.238 -5.092 0.241 0.155 0.268 0.4568
C -2.679 0.127 3.736 -0.760 -1.882 -0.114 -0.6479
C -4.457 -4.201 0.672 -0.003 0.223 2.305 -0.7679
O -1.227 0.270 -6.322 0.701 -0.062 -0.670 -0.7247
C -4.995 -2.728 0.582 -0.480 -3.551 1.599 -0.4377
H 5.022 -3.385 -4.217 0.755 -0.580 0.183 0.1964
O 2.598 -4.377 3.741 -0.562 -1.498 1.070 -0.6753
H -0.965 6.250 3.327 0.027 -0.142 0.134 0.1936
C -7.040 0.551 -0.836 -1.916 -2.754 0.447 -0.7998
C -0.491 -0.832 -5.828 -0.119 0.085 -1.641 -0.1190
H -3.307 2.431 -2.373 -0.304 -0.245 -0.164 0.0441
H -5.115 0.449 -1.168 0.538 0.159 -0.471 0.0020
O 1.497 3.706 -0.193 0.189 -1.004 -1.354 0.3374
H -2.404 -2.872 2.783 0.407 -0.521 0.310 0.1284
H -0.477 8.412 2.403 0.607 0.362 0.145 0.3566
C 5.458 3.592 -1.600 -1.531 -0.256 -1.940 -0.3974
H -3.281 -5.315 -0.394 0.104 -0.225 0.191 0.3280
H 4.341 1.232 6.861 -0.129 0.208 0.027 0.2840
O -3.781 0.819 -2.118 -1.074 1.593 0.146 -0.7870
H 4.446 2.521 -0.369 -0.334 -0.451 0.294 0.0874
C -1.343 5.911 2.363 -0.436 0.583 -1.296 -0.0657
H 6.223 2.819 -1.526 0.188 0.219 -0.016 0.3370
H -8.876 0.244 -1.930 -0.140 -0.287 -0.036 0.4115
H -2.294 7.717 1.548 -0.098 -0.019 0.058 0.3452
H -3.559 1.711 -0.699 0.331 -0.748 -0.126 0.4783
H -7.614 -0.609 -2.815 0.400 -0.283 0.519 0.1394
O 5.770 0.293 -0.805 -1.197 -0.178 0.767 -0.7290
C -5.159 -2.491 -3.909 0.362 -0.657 1.186 0.1564
C 4.674 3.482 -2.953 0.545 -1.557 0.347 -0.6438
H -4.187 -1.063 2.819 -0.540 -0.309 0.587 0.2981
H 2.501 -6.334 0.220 0.049 -0.096 -0.224 0.2861
O 1.118 -1.390 -2.846 0.706 2.720 -0.594 0.1717
S 0.123 -0.886 0.592 3.611 -0.145 3.084 -0.6392
H -2.333 5.470 2.479 -0.156 -0.053 0.139 0.3777
H -4.074 3.918 0.811 -0.660 0.533 -0.163 0.4437
H 5.750 -0.434 6.925 0.618 0.485 -0.124 0.4593
H 5.838 4.609 -1.703 0.431 0.065 0.870 0.4001
H 5.792 -1.240 -5.802 -0.643 -1.037 -0.178 0.3713
O 3.520 0.929 0.103 0.557 -0.203 0.308 -0.7076

Record 2
10
Properties=species:S:1:pos:R:3:forces:R:3:mulliken_charge:R:1 method="wB97M-V/def2-TZVPD" relative_energy_ev=5.343 molar_mass_g_mol=88.07 homo_energy_ev=-9.33
H 1.341 0.720 -0.617 -0.115 -0.031 -0.898 0.5012
H -1.637 -0.447 -1.866 -0.188 0.080 -0.049 0.3484
C 0.057 -0.262 1.971 -0.199 -0.233 -1.227 -0.3203
O -0.806 -0.352 -0.048 -0.151 -0.041 0.021 -0.1445
N 0.153 0.423 -2.147 -0.065 -0.335 0.717 -0.2358
C -0.737 -0.087 -1.398 0.739 0.267 -0.194 0.0541
H 0.843 -0.061 2.684 0.014 0.198 -0.070 0.2787
O 1.374 0.808 -1.606 -0.233 0.061 0.635 -0.3692
N 0.272 0.050 0.744 -0.253 -0.323 1.285 -0.3754
H -0.859 -0.792 2.283 0.450 0.357 -0.219 0.2628

Record 3
12
Properties=species:S:1:pos:R:3:forces:R:3:mulliken_charge:R:1 method="wB97M-V/def2-TZVPD" relative_energy_ev=6.775 molar_mass_g_mol=78.11 homo_energy_ev="-8.53 / -8.54"
H -1.835 1.124 1.553 2.023 -0.834 -1.615 0.1966
H 0.031 2.419 2.125 -0.064 0.354 -0.127 0.2751
C 0.176 1.663 1.373 2.126 -0.034 0.245 -0.6714
H -1.549 -1.035 0.106 1.519 1.198 0.975 0.2505
C 0.622 -1.489 -1.723 -0.445 0.884 0.175 -0.6077
H -0.203 -1.378 -2.461 1.138 -0.579 0.057 0.2828
H 1.224 1.441 1.073 -0.843 0.353 0.058 0.2571
C 1.581 -0.351 -1.228 -0.433 -0.130 -0.240 -0.5625
C -0.809 0.877 1.000 -3.316 1.324 2.774 -0.0049
C -0.659 -0.306 0.258 -1.147 -1.959 -2.929 -0.1326
C 0.332 -0.544 -0.643 -0.384 -0.036 1.427 0.4739
H 1.088 -2.421 -1.435 -0.175 -0.542 -0.800 0.2432

Record 4
8
Properties=species:S:1:pos:R:3:forces:R:3:mulliken_charge:R:1 method="wB97M-V/def2-TZVPD" relative_energy_ev=4.176 molar_mass_g_mol=86.05 homo_energy_ev=-8.86
H 0.514 0.220 1.451 -1.560 0.125 1.037 0.4638
O -1.871 -0.103 -0.483 -0.056 0.043 0.287 0.0173
N -0.359 0.116 0.856 0.051 -0.027 -0.177 0.1890
N 1.548 0.007 -0.121 0.385 -0.070 -0.587 -0.7317
N -0.712 -0.201 -1.273 0.479 0.036 0.172 -0.3534
H 2.224 -0.074 -0.852 -0.049 -0.102 -0.596 0.2026
C 0.281 -0.053 -0.369 0.121 -0.008 -0.144 0.4293
N -1.625 0.088 0.790 0.628 0.002 0.010 -0.2168

Listing energy for the structures above in their given order: -7980.291478 -338.456838 -231.977347 -333.394336 a.u..